i:
Below is the ion C2H9N4 with charge +1, with properties calculated with wB97M-V/def2-TZVPD.

## Properties
spin multiplicity: 1
lowest unoccupied orbital energy: -0.1312 Eh
orbital gap: 10.2 eV
net charge: +1
SMILES string: CN/C(N)=N\[NH3+]

Geometry as XYZ:
```
15
Properties=species:S:1:pos:R:3:lowdin_charge:R:1
C -0.482 -1.634 -1.315 -0.01
N -0.487 -0.416 -0.414 0.02
C 0.352 -0.048 0.598 -0.46
N 1.105 -0.933 1.285 0.18
N 0.423 1.206 1.031 0.00
N -0.292 2.250 0.348 0.15
H 0.315 -2.199 -0.895 0.06
H -1.446 -2.160 -1.107 0.10
H -0.316 -1.566 -2.406 0.10
H -1.016 0.359 -0.787 0.10
H 1.660 -0.459 2.010 0.13
H 1.331 -1.883 1.068 0.11
H -1.204 2.453 0.783 0.19
H 0.264 3.099 0.439 0.17
H -0.207 1.931 -0.639 0.16
```

=====

ii:
Below is a cluster of 3 separate species, C2H9N4 in total, with properties calculated with wB97M-V/def2-TZVPD.

## Properties
spin multiplicity: 1
lowest unoccupied orbital energy: -0.1181 Eh
orbital gap: 10.1 eV
net charge: +1

Geometry as XYZ:
```
15
Properties=species:S:1:pos:R:3:lowdin_charge:R:1
C 2.590 0.135 -0.155 0.01
C 0.576 0.568 -0.187 -0.26
N 2.725 -0.957 0.280 0.16
N 0.135 1.810 -0.067 0.13
N -0.087 -0.573 -0.140 0.09
N -2.697 -0.702 0.091 0.09
H 2.958 1.050 -0.171 0.05
H 3.392 -1.670 0.470 0.11
H -0.939 1.859 -0.127 0.16
H 0.662 2.647 -0.280 0.12
H 0.637 -1.386 -0.010 0.13
H -1.170 -0.712 0.049 0.04
H -3.178 -0.005 -0.416 0.06
H -2.863 -0.533 1.050 0.07
H -2.741 -1.533 -0.385 0.04
```

=====

Energy comparison, zero being the most stable, in hartree: i 0.0000; ii 0.0385.

=====

i:
Below is the ion C2H9N4 with charge +1, with properties calculated with wB97M-V/def2-TZVPD.

## Properties
spin multiplicity: 1
lowest unoccupied orbital energy: -0.1134 Eh
orbital gap: 11.2 eV
net charge: +1
SMILES string: C[N@@H+](N)/N=C/N

Geometry as XYZ:
```
15
Properties=species:S:1:pos:R:3:lowdin_charge:R:1
C -1.412 -1.140 0.120 0.05
N -0.781 0.217 -0.247 -0.27
N -1.653 1.259 0.202 0.12
N 0.438 0.299 0.382 0.04
C 1.492 0.024 -0.251 -0.27
N 2.695 -0.098 0.223 0.17
H -1.297 -1.261 1.243 0.13
H -2.459 -0.994 -0.213 0.10
H -0.800 -1.765 -0.597 0.11
H -0.687 0.244 -1.257 0.17
H -1.352 1.504 1.217 0.17
H -1.822 1.968 -0.394 0.05
H 1.259 -0.241 -1.257 0.14
H 3.460 -0.354 -0.339 0.11
H 2.920 0.339 1.166 0.18
```

=====

ii:
Below is the ion C2H9N4 with charge +1, with properties calculated with wB97M-V/def2-TZVPD.

## Properties
spin multiplicity: 1
lowest unoccupied orbital energy: -0.1252 Eh
orbital gap: 10.5 eV
net charge: +1
SMILES string: NN1C[C@]1(N)[NH3+]

Geometry as XYZ:
```
15
Properties=species:S:1:pos:R:3:lowdin_charge:R:1
N 1.895 0.307 -0.709 0.06
N 0.900 -0.511 -0.197 -0.12
C 0.402 -0.464 1.176 -0.01
C -0.409 -0.003 0.026 -0.48
N -0.861 1.407 -0.141 0.13
N -1.467 -0.920 -0.533 0.27
H 2.720 -0.251 -0.895 0.10
H 2.137 1.100 -0.115 0.10
H 0.774 0.305 1.847 0.13
H 0.225 -1.417 1.649 0.11
H -0.282 1.899 -0.811 0.09
H -0.921 1.915 0.729 0.09
H -2.251 -1.043 0.120 0.18
H -1.031 -1.829 -0.747 0.18
H -1.831 -0.498 -1.399 0.18
```

=====

Energy comparison, zero being the most stable, in hartree: i 0.0284; ii 0.0000.

=====

i:
Below is the molecule C4H4N2S2, with properties calculated with wB97M-V/def2-TZVPD.

## Properties
spin multiplicity: 1
lowest unoccupied orbital energy: -0.0084 Eh
orbital gap: 8.2 eV
SMILES string: S=CNc1nccs1

Geometry as XYZ:
```
12
Properties=species:S:1:pos:R:3:lowdin_charge:R:1
S 2.827 -2.784 0.223 0.66
C 1.780 -1.607 0.532 -0.66
N 1.011 -0.968 -0.566 -0.03
C 0.049 -0.047 -0.334 -0.67
N -0.241 0.458 0.814 0.04
C -1.260 1.345 0.725 -0.25
C -1.773 1.532 -0.515 -0.42
S -0.946 0.553 -1.671 1.01
H 1.546 -1.164 1.488 0.05
H 1.178 -1.328 -1.494 0.11
H -1.594 1.840 1.619 0.10
H -2.577 2.170 -0.820 0.05
```

=====

ii:
Below is a structure of composition C4H4N2S2, with properties calculated with wB97M-V/def2-TZVPD.

## Properties
spin multiplicity: 1
lowest unoccupied orbital energy: -0.0108 Eh
orbital gap: 7.9 eV

Geometry as XYZ:
```
12
Properties=species:S:1:pos:R:3:lowdin_charge:R:1
C 1.782 -0.132 0.681 -1.32
C 0.494 -0.061 -0.069 -0.42
C -0.753 -0.647 0.220 -0.03
C -0.878 0.847 -1.355 -0.21
H 0.528 -0.314 2.512 -0.05
H -1.249 -1.427 0.782 0.12
H -2.528 -0.095 -1.087 0.17
H -1.315 1.428 -2.171 0.13
N -1.593 -0.026 -0.686 0.04
N 0.401 0.760 -1.077 0.11
S 1.858 -0.622 2.144 0.82
S 3.253 0.289 0.105 0.63
```

=====

iii:
Below is the molecule C4H4N2S2, with properties calculated with wB97M-V/def2-TZVPD.

## Properties
spin multiplicity: 1
lowest unoccupied orbital energy: -0.0213 Eh
orbital gap: 7.5 eV
SMILES string: S=c1cc(S)[nH]cn1

Geometry as XYZ:
```
12
Properties=species:S:1:pos:R:3:lowdin_charge:R:1
S -3.098 -1.385 -0.194 0.53
C -1.636 -0.453 0.091 -0.80
C -0.313 -1.223 0.009 -0.13
C 0.812 -0.521 -0.276 -0.53
S 2.570 -1.248 -0.083 0.68
N 0.625 0.940 -0.422 0.03
C -0.607 1.523 -0.132 -0.12
N -1.704 0.862 0.264 0.03
H -0.351 -2.381 0.060 0.13
H 2.933 -0.436 1.043 -0.09
H 1.344 1.635 -0.312 0.12
H -0.574 2.688 -0.050 0.16
```

=====

Energy comparison, zero being the most stable, in hartree: i 0.0000; ii 0.0497; iii 0.0618.

=====

i:
Below is the molecule C3H8N2S2, with properties calculated with wB97M-V/def2-TZVPD.

## Properties
spin multiplicity: 1
lowest unoccupied orbital energy: 0.0261 Eh
orbital gap: 9.7 eV
SMILES string: [H]/N=C/NSCCS

Geometry as XYZ:
```
15
Properties=species:S:1:pos:R:3:lowdin_charge:R:1
H 3.567 0.093 -1.353 0.02
N 3.056 -0.451 -0.679 0.07
C 1.876 -0.480 -1.257 -0.41
N 0.779 -1.346 -0.808 -0.35
S -0.713 -0.440 -1.010 0.80
C -0.866 0.942 -0.004 -0.65
C -1.879 0.554 1.078 -0.69
S -1.133 -0.362 2.500 0.66
H 1.672 -0.228 -2.430 0.15
H 0.726 -1.300 0.452 0.15
H 0.171 1.179 0.609 0.13
H -1.300 1.827 -0.599 0.10
H -2.745 -0.038 0.483 0.11
H -2.156 1.482 1.467 0.02
H -1.055 -1.433 1.551 -0.10
```

=====

ii:
Below is a structure of composition C3H8N2S2, with properties calculated with wB97M-V/def2-TZVPD.

## Properties
spin multiplicity: 1
lowest unoccupied orbital energy: 0.0177 Eh
orbital gap: 9.1 eV

Geometry as XYZ:
```
15
Properties=species:S:1:pos:R:3:lowdin_charge:R:1
C -1.972 -1.135 0.756 -0.48
C 0.393 -0.426 -0.748 -0.85
C 2.231 -0.169 0.805 -0.15
H -1.010 -1.260 1.436 0.05
H -2.612 -2.211 0.354 0.09
H -2.823 -0.066 0.851 0.12
H 0.783 -1.138 -2.621 0.10
H 2.820 0.592 0.147 0.09
H 2.503 -0.431 1.984 0.13
H 2.496 -1.081 0.244 0.05
H 0.491 2.254 -0.171 -0.12
N 1.152 -0.417 -1.833 0.04
N 0.742 0.102 0.520 -0.59
S -1.358 -0.699 -0.876 0.76
S 0.120 1.694 1.006 0.75
```

=====

Energy comparison, zero being the most stable, in hartree: i 0.0000; ii 0.0296.